No. 1
{"formula": "C17H15N5", "method": "the ωB97M-V functional and the def2-TZVPD basis", "total_energy_ev": -25322.4547, "smiles": "Cc1ccc(-n2nnc(-c3cc4ccccc4n3C)n2)cc1", "elements": ["C", "C", "C", "C", "C", "N", "N", "N", "C", "C", "C", "C", "C", "C", "C", "C", "C", "N", "C", "N", "C", "C", "H", "H", "H", "H", "H", "H", "H", "H", "H", "H", "H", "H", "H", "H", "H"], "positions_angstrom": [[-6.8896, -0.8145, 0.0028], [-5.4674, -0.3476, 0.0042], [-4.4124, -1.2520, 0.0053], [-3.1010, -0.8165, 0.0031], [-2.8381, 0.5469, -0.0004], [-1.5227, 1.0004, -0.0019], [-1.1850, 2.2720, -0.0025], [0.0907, 2.3337, -0.0031], [0.5489, 1.0556, -0.0028], [1.9482, 0.7578, -0.0023], [2.9571, 1.6965, 0.0013], [4.1797, 0.9897, 0.0020], [5.5238, 1.3731, 0.0056], [6.4866, 0.3927, 0.0062], [6.1435, -0.9649, 0.0032], [4.8291, -1.3749, -0.0008], [3.8455, -0.3902, -0.0013], [2.4874, -0.5081, -0.0041], [1.7801, -1.7577, -0.0096], [-0.4702, 0.1988, -0.0022], [-3.8783, 1.4702, -0.0017], [-5.1804, 1.0156, 0.0006], [-7.3921, -0.4879, -0.9070], [-6.9460, -1.8982, 0.0602], [-7.4289, -0.3905, 0.8484], [-4.6178, -2.3124, 0.0082], [-2.2801, -1.5158, 0.0044], [2.8127, 2.7577, 0.0035], [5.7897, 2.4194, 0.0083], [7.5318, 0.6655, 0.0092], [6.9309, -1.7043, 0.0039], [4.5729, -2.4238, -0.0034], [2.0382, -2.3345, -0.9014], [0.7114, -1.5587, -0.0062], [2.0421, -2.3442, 0.8747], [-3.6478, 2.5235, -0.0042], [-5.9926, 1.7274, -0.0003]], "forces_ev_per_a": [[-0.035, 0.035, -0.015], [0.057, -0.020, 0.007], [-0.122, 0.179, 0.000], [0.234, 0.211, -0.002], [-1.213, -0.414, 0.001], [1.354, 0.278, -0.001], [-0.905, 0.350, 0.001], [0.736, 0.201, -0.001], [-1.263, -0.161, 0.000], [0.920, 0.413, 0.001], [-0.592, -0.213, -0.002], [0.033, -0.525, -0.001], [-0.054, -0.064, 0.001], [0.167, 0.137, 0.001], [-0.033, -0.125, -0.002], [-0.027, -0.176, -0.001], [0.470, 0.474, 0.002], [-0.092, 0.162, 0.003], [-0.146, -0.416, -0.003], [0.372, -0.006, 0.001], [0.170, -0.023, -0.002], [0.081, -0.183, 0.000], [-0.093, -0.031, -0.038], [-0.062, -0.063, 0.004], [-0.091, -0.026, 0.041], [-0.023, -0.098, 0.002], [0.037, -0.049, 0.001], [-0.083, 0.208, 0.001], [0.057, 0.096, 0.000], [0.071, 0.038, 0.000], [0.039, -0.068, 0.000], [-0.007, -0.107, 0.000], [-0.026, -0.001, 0.033], [0.199, -0.185, -0.001], [-0.026, 0.000, -0.033], [-0.029, 0.077, 0.000], [-0.073, 0.095, 0.002]]}

No. 2
{"formula": "C28H40N3O2W", "method": "the ωB97M-V functional and the def2-TZVPD basis", "total_energy_ev": -40067.7566, "total_charge": 1, "elements": ["W", "N", "C", "C", "C", "N", "H", "H", "H", "H", "H", "H", "H", "H", "H", "H", "C", "C", "C", "C", "N", "C", "C", "C", "C", "C", "C", "C", "H", "H", "H", "H", "H", "H", "H", "H", "C", "O", "C", "C", "O", "C", "H", "H", "H", "H", "H", "H", "H", "H", "H", "H", "C", "C", "C", "C", "C", "C", "C", "C", "C", "C", "H", "H", "H", "H", "H", "H", "H", "H", "H", "H", "H", "H"], "positions_angstrom": [[-0.2098, -0.0467, 0.6555], [-0.7885, -0.6394, 2.7536], [-1.6339, 0.2910, 3.5133], [-3.0733, 0.3420, 3.0010], [-3.2227, 0.9761, 1.6208], [-2.5408, 0.1937, 0.5874], [-1.1906, -1.5814, 2.8058], [0.1150, -0.7028, 3.2233], [-1.1857, 1.2850, 3.4399], [-1.6559, 0.0077, 4.5742], [-3.6596, 0.9382, 3.7024], [-3.5001, -0.6644, 2.9869], [-2.7870, 1.9789, 1.6212], [-4.2927, 1.0724, 1.3933], [-2.7010, 0.6363, -0.3189], [-2.9699, -0.7324, 0.5179], [4.1077, 0.2584, 0.5255], [4.5623, -1.0391, 0.7986], [3.6164, -2.0322, 0.9608], [2.2558, -1.7377, 0.8978], [1.8178, -0.4403, 0.7602], [2.7629, 0.5030, 0.5294], [1.1865, -2.7132, 0.9130], [1.3874, -4.0864, 1.1034], [0.3152, -4.9513, 1.1202], [-0.9726, -4.4591, 0.9588], [-1.1729, -3.1000, 0.7652], [-0.1134, -2.2004, 0.7110], [4.7999, 1.0557, 0.3056], [5.6151, -1.2583, 0.8515], [3.9347, -3.0512, 1.1146], [2.3937, 1.5051, 0.3247], [2.3811, -4.4755, 1.2524], [0.4758, -6.0065, 1.2734], [-1.8150, -5.1347, 0.9982], [-2.1973, -2.7536, 0.6506], [-0.3610, 3.3942, -0.4487], [-0.5567, 2.6983, 0.7753], [-0.1464, 3.4293, 1.9174], [1.2217, 2.9979, 2.4458], [1.1921, 1.6052, 2.6956], [2.2563, 1.2009, 3.5369], [-0.8483, 4.3756, -0.4163], [-0.8255, 2.7892, -1.2292], [0.7022, 3.5320, -0.6743], [-0.8946, 3.2512, 2.6988], [-0.1231, 4.5025, 1.7036], [1.4237, 3.5434, 3.3776], [2.0224, 3.2365, 1.7266], [2.1179, 1.6017, 4.5465], [3.2228, 1.5384, 3.1493], [2.2608, 0.1123, 3.5736], [0.7316, -1.6047, -2.7062], [0.1431, -0.1777, -2.6969], [1.2648, 0.8481, -2.9711], [-0.3604, 0.0437, -1.3272], [-0.9109, -0.0442, -3.7867], [-2.2409, 0.1989, -3.4789], [-3.1851, 0.3740, -4.4762], [-2.8056, 0.3172, -5.8055], [-1.4844, 0.0557, -6.1263], [-0.5494, -0.1311, -5.1255], [1.5019, -1.6866, -1.9418], [1.1648, -1.8260, -3.6765], [-0.0452, -2.3334, -2.4903], [2.0342, 0.7823, -2.2019], [0.8524, 1.8566, -2.9821], [1.7362, 0.6646, -3.9303], [0.4336, 0.6827, -0.7478], [-2.5313, 0.2463, -2.4362], [-4.2181, 0.5580, -4.2170], [-3.5342, 0.4733, -6.5863], [-1.1807, -0.0002, -7.1605], [0.4729, -0.3431, -5.3984]], "forces_ev_per_a": [[-3.855, -0.153, -3.736], [0.156, -0.174, 0.454], [-0.532, 0.401, 0.466], [0.300, 0.156, -0.291], [-0.440, 0.077, 0.348], [0.012, 0.041, 0.022], [0.231, 0.254, -0.220], [-0.068, -0.129, 0.083], [-0.016, -0.140, 0.088], [0.088, 0.056, -0.173], [-0.006, -0.112, 0.051], [-0.063, -0.063, 0.080], [-0.035, -0.081, -0.029], [0.136, 0.049, 0.049], [0.205, -0.205, 0.275], [0.152, 0.275, 0.011], [0.481, -0.390, 0.013], [-0.716, 0.285, -0.104], [0.337, 0.047, 0.045], [-0.143, 0.855, -0.065], [2.308, -0.597, -0.107], [-0.280, 0.070, 0.054], [-0.793, -0.733, 0.152], [0.169, 0.348, 0.008], [0.000, -0.123, 0.010], [0.000, 0.111, 0.047], [-0.168, -0.234, -0.097], [0.581, 0.731, -0.198], [0.033, 0.093, 0.034], [0.155, -0.061, -0.024], [-0.035, -0.076, 0.002], [-0.055, -0.215, 0.141], [0.174, -0.140, 0.034], [0.030, -0.120, 0.007], [-0.068, -0.056, -0.036], [0.035, 0.027, -0.071], [-0.087, 0.078, -0.312], [0.111, -0.296, 0.186], [0.315, -0.059, 0.410], [-0.343, 0.211, -0.281], [-0.250, 0.112, 0.090], [0.122, -0.027, 0.157], [0.041, -0.114, 0.064], [0.135, 0.070, 0.061], [-0.038, -0.061, 0.019], [0.080, 0.070, -0.101], [-0.047, -0.058, 0.019], [-0.008, 0.012, -0.110], [-0.102, -0.042, 0.117], [0.026, -0.035, -0.030], [-0.049, -0.027, -0.006], [0.027, -0.026, 0.003], [-0.052, 0.168, -0.016], [0.165, -0.041, -0.784], [-0.126, -0.098, 0.058], [0.633, -0.922, 4.587], [-0.061, 0.069, 0.206], [0.020, -0.014, 0.131], [-0.125, 0.027, -0.052], [-0.112, 0.009, -0.003], [0.010, -0.019, -0.053], [0.010, -0.025, -0.037], [0.099, -0.050, 0.036], [0.088, -0.073, -0.176], [-0.058, -0.077, 0.030], [0.067, -0.017, 0.050], [0.028, 0.076, -0.003], [0.069, -0.017, -0.146], [1.112, 1.120, -1.228], [-0.048, 0.010, -0.020], [-0.061, 0.027, 0.020], [-0.068, -0.009, -0.067], [0.031, -0.015, -0.100], [0.134, -0.009, -0.040]]}

No. 3
{"formula": "C2H4N2O2", "method": "the ωB97M-V functional and the def2-TZVPD basis", "e_above_lowest_kj_mol": 297.1, "smiles": "[H]/N=C/O.N=C=O", "elements": ["H", "N", "C", "O", "H", "H", "N", "C", "O", "H"], "positions_angstrom": [[-0.3355, 1.1773, 0.9452], [-0.1544, 0.1974, 1.0572], [-1.0893, -0.6417, 1.0050], [-1.0288, -1.6651, 0.1279], [-2.1175, -0.4939, 1.2911], [-0.1859, -1.5768, -0.3406], [0.6425, 0.2742, -1.4491], [1.0973, 1.0965, -0.6454], [1.7923, 1.6926, 0.0681], [1.3793, -0.0605, -2.0595]], "forces_ev_per_a": [[-0.747, 0.358, 1.982], [0.328, -0.751, -0.086], [-0.464, 1.170, -2.476], [0.164, -0.794, 1.428], [-0.454, -0.134, 0.620], [0.131, 0.173, -0.072], [-0.348, 0.817, -0.095], [2.338, -2.110, -0.854], [-0.878, 1.115, -0.045], [-0.070, 0.156, -0.402]]}

No. 4
{"formula": "C18H28N4O3", "method": "the ωB97M-V functional and the def2-TZVPD basis", "e_above_lowest_kj_mol": 135.7, "smiles": "COc1ccnc(CN(C)C(=O)[C@H]2CCC(=O)N(CCN(C)C)C2)c1", "elements": ["C", "O", "C", "C", "C", "N", "C", "C", "N", "C", "C", "O", "C", "C", "C", "C", "O", "N", "C", "C", "N", "C", "C", "C", "C", "H", "H", "H", "H", "H", "H", "H", "H", "H", "H", "H", "H", "H", "H", "H", "H", "H", "H", "H", "H", "H", "H", "H", "H", "H", "H", "H", "H"], "positions_angstrom": [[-7.8043, -0.9299, -0.3437], [-6.8368, 0.0742, -0.5480], [-5.5579, -0.1758, -0.1897], [-5.0972, -1.3542, 0.3971], [-3.7514, -1.4394, 0.7054], [-2.8736, -0.4802, 0.4776], [-3.3051, 0.6413, -0.0895], [-2.2748, 1.7087, -0.3773], [-0.9545, 1.3253, 0.0691], [-0.7332, 1.4068, 1.4914], [-0.1853, 0.6384, -0.8132], [-0.4727, 0.5855, -1.9961], [1.0483, -0.0576, -0.2561], [0.6181, -1.2826, 0.5811], [1.2400, -2.5755, 0.0416], [2.7304, -2.3866, -0.1461], [3.5779, -3.0989, 0.3614], [3.0230, -1.3301, -0.9360], [4.3957, -0.9018, -1.0695], [4.8321, -0.0216, 0.1095], [4.0416, 1.1959, 0.2179], [4.0412, 1.7183, 1.5694], [4.4733, 2.2122, -0.7198], [1.9491, -0.4980, -1.4170], [-4.6319, 0.8397, -0.4325], [-8.7409, -0.5148, -0.7119], [-7.9091, -1.1750, 0.7177], [-7.5640, -1.8371, -0.9063], [-5.7512, -2.1832, 0.6111], [-3.3514, -2.3336, 1.1660], [-2.5675, 2.6517, 0.0940], [-2.2217, 1.8565, -1.4606], [0.3284, 1.3971, 1.7203], [-1.1532, 2.3475, 1.8521], [-1.2233, 0.5834, 2.0159], [1.6368, 0.6351, 0.3485], [-0.4697, -1.3789, 0.5702], [0.9335, -1.1537, 1.6178], [0.7872, -2.8366, -0.9165], [1.0742, -3.3981, 0.7375], [4.5139, -0.3852, -2.0232], [5.0207, -1.7988, -1.0687], [5.9095, 0.1967, 0.0174], [4.6832, -0.6094, 1.0177], [3.3918, 2.5931, 1.6113], [5.0440, 2.0161, 1.9131], [3.6534, 0.9618, 2.2508], [5.4923, 2.5738, -0.5080], [3.7874, 3.0574, -0.6701], [4.4542, 1.8154, -1.7323], [2.3671, 0.3821, -1.9027], [1.3449, -1.0346, -2.1570], [-4.9625, 1.7573, -0.8913]], "forces_ev_per_a": [[-0.203, -0.230, 0.055], [0.360, 0.210, -0.022], [0.259, 0.132, 0.014], [-0.283, 0.028, -0.074], [-0.182, -0.079, 0.004], [0.400, -0.008, 0.002], [-0.389, 0.011, -0.061], [0.141, 0.065, -0.309], [-0.431, 0.439, 0.012], [0.080, -0.124, 0.220], [0.522, 0.062, 0.194], [-0.093, -0.192, -0.324], [-0.101, 0.037, -0.362], [-0.040, -0.103, 0.008], [0.079, -0.042, 0.224], [-0.393, -0.250, -0.147], [0.276, -0.181, 0.266], [0.287, 0.156, 0.003], [0.338, -0.043, 0.321], [-0.104, -0.175, -0.236], [0.132, -0.035, 0.039], [-0.038, -0.019, -0.059], [-0.082, -0.041, 0.035], [-0.583, 0.265, -0.084], [-0.117, -0.204, 0.086], [0.051, -0.073, 0.041], [0.016, 0.010, -0.053], [-0.003, 0.043, 0.031], [-0.066, -0.069, 0.020], [-0.077, -0.132, 0.036], [0.044, -0.052, -0.024], [-0.070, 0.070, 0.194], [0.030, 0.025, 0.041], [0.066, -0.007, 0.018], [0.034, 0.022, 0.048], [-0.065, -0.052, -0.046], [0.035, 0.036, 0.129], [-0.064, -0.002, 0.038], [-0.026, -0.018, -0.035], [0.086, 0.012, -0.107], [0.004, -0.041, 0.001], [-0.006, 0.148, -0.102], [0.006, 0.007, 0.070], [0.059, -0.004, -0.023], [-0.008, 0.051, 0.076], [0.028, 0.017, 0.025], [-0.008, 0.003, 0.071], [0.025, 0.003, -0.002], [0.016, 0.072, -0.065], [0.013, 0.042, -0.099], [-0.002, -0.088, -0.041], [0.094, 0.152, 0.035], [-0.047, 0.145, -0.079]]}

Which formula does entry 2 have?
C28H40N3O2W